No. 1
Molecular formula: C5H7N
Method: DFT, the ωB97M-V functional and the def2-TZVPD basis

Last column: Mulliken charge in e.
Cartesian coordinates (Å):
C 1.0937 -0.4871 -0.6236  -0.68
C 0.2030 -0.0120 0.5960  0.10
C -0.2803 -0.7250 1.6562  -0.73
C -0.5132 1.2344 0.4282  -0.75
C -1.1542 2.2408 0.3933  0.47
H -0.5526 -1.4317 -1.4755  0.28
H -0.1489 -0.1377 -2.1979  0.31
H 1.6483 0.3569 -1.0205  0.35
H 1.9212 -1.1904 -0.3408  0.32
H -1.1704 -0.3704 2.2163  0.30
H 0.2158 -1.6980 1.9482  0.25
H -1.6078 3.2438 0.2148  0.42
N 0.3455 -1.0235 -1.7947  -0.64

Summary:
SMILES = C#CC(=C)CN
HOMO level = -9.228 eV
Energy above the lowest of the compared OMol25 structures with the same formula, charge and spin = 75.5 kcal/mol
E_tot = -6785.2383 eV
Spin multiplicity = 1

---

No. 2
Molecular formula: C42H38MgN11OP2
Method: DFT, the ωB97M-V functional and the def2-TZVPD basis

Last column: Mulliken charge in e.
Cartesian coordinates (Å):
Mg -0.1334 0.8208 0.3269  2.91
C 2.2318 0.0790 -3.3659  -1.33
C 1.6410 -0.0419 -2.0060  0.60
N 0.4647 0.7040 -1.7646  0.11
C 0.3937 1.8852 -2.4077  -0.28
C 1.0955 2.1984 -3.5778  1.03
C 1.9702 1.1729 -4.0915  -1.13
C 0.8542 3.4205 -4.2502  -0.68
C -0.0252 4.3484 -3.7800  -1.24
C -0.7033 4.1027 -2.5515  1.21
C -1.5725 5.0317 -1.9429  -0.79
C -2.1305 4.7531 -0.7260  -1.00
C -1.8090 3.5404 -0.0914  -0.49
N -1.0214 2.6459 -0.6424  0.25
C -0.4856 2.8954 -1.8656  -0.25
H 2.8485 -0.7257 -3.7432  0.51
H 1.4792 -1.0819 -1.7156  0.02
H 2.3839 1.2866 -5.0880  0.38
H 1.3924 3.6091 -5.1735  0.40
H -0.1989 5.2792 -4.3051  0.38
H -1.7741 5.9719 -2.4442  0.41
H -2.7861 5.4555 -0.2300  0.43
H -2.1783 3.3103 0.9012  0.36
N 2.8677 1.9656 2.1199  0.06
C 3.0461 1.4081 0.8878  -0.21
N 4.1922 1.4094 0.1781  -0.71
N 3.8927 0.8085 -0.9633  -0.83
N 2.6502 0.4610 -0.9039  0.94
N 2.0700 0.8067 0.2395  0.22
C 1.6032 2.3605 2.5664  0.17
N 1.4565 3.1692 3.5984  -0.60
N 0.1197 3.3087 3.7117  -0.80
N -0.4832 2.6236 2.8029  -0.44
N 0.4385 1.9847 2.0378  0.27
H 3.6419 2.4761 2.5090  0.30
C -1.3660 -3.5621 0.9336  -0.19
C 0.1153 -3.4174 1.3289  -2.07
P 0.6055 -1.7590 2.0029  1.82
C 2.2533 -2.2614 2.6681  0.40
C 2.4939 -2.7687 3.9430  -0.69
C 3.7802 -3.1106 4.3391  -0.70
C 4.8481 -2.9542 3.4661  -0.57
C 4.6251 -2.4438 2.1947  -0.62
C 3.3395 -2.0940 1.8075  -0.18
C -0.3774 -1.6888 3.5472  -0.15
C -1.0733 -2.7601 4.1027  -0.37
C -1.7960 -2.6042 5.2789  -0.66
C -1.8310 -1.3732 5.9181  -0.57
C -1.1438 -0.2972 5.3737  -0.49
C -0.4293 -0.4557 4.1963  -0.70
C -1.5574 -3.7676 -0.5697  -2.13
P -1.2176 -2.2420 -1.5577  1.58
C -2.8623 -1.4463 -1.7097  0.61
C -2.8707 -0.1031 -2.0852  -0.62
C -4.0632 0.5832 -2.2510  -0.37
C -5.2746 -0.0621 -2.0372  -0.70
C -5.2799 -1.3938 -1.6534  -0.69
C -4.0813 -2.0790 -1.4899  -0.63
C -1.0624 -3.0337 -3.2173  0.72
C 0.1167 -3.7378 -3.4754  -0.56
C 0.3513 -4.3240 -4.7084  -0.71
C -0.5864 -4.1995 -5.7264  -0.50
C -1.7532 -3.4892 -5.4916  -0.74
C -1.9909 -2.9135 -4.2486  -0.57
H -1.9339 -2.6899 1.2618  -0.04
H -1.7897 -4.4301 1.4475  0.54
H 0.7568 -3.5832 0.4580  0.76
H 0.4077 -4.1755 2.0605  0.86
H 1.6721 -2.8864 4.6396  0.35
H 3.9484 -3.4963 5.3376  0.40
H 5.8511 -3.2152 3.7803  0.36
H 5.4509 -2.2968 1.5097  0.43
H 3.1767 -1.6669 0.8223  0.04
H -1.0635 -3.7294 3.6213  0.24
H -2.3372 -3.4474 5.6915  0.40
H -2.4009 -1.2509 6.8311  0.35
H -1.1749 0.6755 5.8482  0.47
H 0.0772 0.3966 3.7639  0.34
H -2.5428 -4.1806 -0.7936  0.70
H -0.8362 -4.5085 -0.9286  0.65
H -1.9256 0.4025 -2.2292  0.10
H -4.0447 1.6288 -2.5350  0.45
H -6.2081 0.4744 -2.1559  0.32
H -6.2183 -1.9026 -1.4688  0.37
H -4.1140 -3.1153 -1.1816  0.22
H 0.8714 -3.8187 -2.6980  0.24
H 1.2730 -4.8671 -4.8795  0.39
H -0.4032 -4.6467 -6.6955  0.36
H -2.4890 -3.3794 -6.2792  0.40
H -2.9091 -2.3640 -4.0838  0.37
C -2.7939 -0.0037 1.4397  -0.86
O -1.5915 -0.3409 0.8370  0.31
H -2.8380 1.0467 1.7733  0.08
H -2.9829 -0.6098 2.3449  0.10
H -3.6567 -0.1617 0.7684  0.15

Summary:
Total charge = -1
HOMO level = -4.875 eV
Energy above the lowest of the compared OMol25 structures with the same formula, charge and spin = 23.5 kcal/mol
E_tot = -86636.7145 eV
Spin multiplicity = 1

---

No. 3
Molecular formula: C4H6F2
Method: DFT, the ωB97M-V functional and the def2-TZVPD basis

Last column: Mulliken charge in e.
Cartesian coordinates (Å):
C 1.4241 0.2463 0.2338  0.21
C 0.4441 -0.9519 0.1048  -0.60
C -0.7667 0.1802 0.4050  -0.03
C -1.8351 0.0953 -0.4671  -0.53
H 1.3709 0.2402 1.3260  0.30
H 0.9079 -1.6047 0.9772  0.24
H 0.3223 -1.4008 -1.0790  0.28
H -0.8517 1.4885 1.2117  0.26
H -1.8899 -1.1196 -1.4827  0.19
H -2.7041 1.3505 -0.4742  0.19
F 2.6613 -0.0297 -0.4558  -0.27
F 0.9169 1.5058 -0.2998  -0.24

Summary:
HOMO level = -9.838 eV
Energy above the lowest of the compared OMol25 structures with the same formula, charge and spin = 201.1 kcal/mol
E_tot = -9671.0416 eV
Spin multiplicity = 1

---

Lowest unoccupied orbital energy for every record listed, in sequence, given in eV: 0.8; 2.5; 0.3.